1.
94
Properties=species:S:1:pos:R:3:forces:R:3:lowdin_charge:R:1 method="wB97M-V/def2-TZVPD" e_homo_ev=-10.657 charge=+1 e_lumo_ha=-0.1334
C -3.00366 -6.74672 2.29330 0.646 -0.595 0.295 -0.1364
C -1.68280 -7.36794 1.58675 -1.097 0.004 0.102 -0.2551
C -0.80381 -6.28155 0.80582 0.791 -0.636 -0.749 -0.2105
C 0.78770 -6.37655 1.12836 -0.507 -0.499 1.229 -0.2014
C 1.41541 -4.98851 1.61650 0.148 -0.081 -0.793 -0.2194
C 2.03843 -4.10023 0.40969 -0.400 -0.350 1.087 -0.1769
C 2.55113 -2.68009 1.02898 -0.346 -1.266 -0.086 -0.1646
C 1.67402 -1.53646 0.35244 1.614 -2.262 -1.461 -0.1603
N 1.67342 -0.19632 1.04076 -3.096 1.414 -1.424 -0.3497
C 1.37555 -0.25731 2.54256 0.995 0.972 1.838 -0.1854
C 2.66173 -0.39657 3.49520 -0.914 -0.651 1.772 -0.2322
C 2.08748 -0.99983 4.90171 0.602 0.063 -0.598 -0.4032
C 3.36544 -1.23005 5.86455 -0.675 -0.044 -0.242 -0.0861
C 0.96284 -0.06004 5.55902 0.324 -1.161 -0.093 -0.0873
C 0.51755 0.56702 0.39832 -4.265 1.036 -0.794 -0.1736
C -0.89198 0.18235 0.90011 0.194 3.605 -3.590 0.0426
C -1.96609 1.00130 0.19894 3.335 -0.457 0.121 -0.0190
C -1.56391 2.01765 -0.84151 -0.838 0.087 -0.048 -0.1447
N -0.30895 2.38145 -1.37849 -1.281 -4.296 4.790 0.0814
C 0.65371 1.59979 -0.69158 1.145 -0.676 0.425 -0.0773
P 3.26652 0.65618 0.92014 4.377 0.133 -0.025 0.9991
N 3.00663 2.38908 1.27985 -0.530 -2.011 -0.169 -0.1295
O 3.89265 0.53691 -0.69712 -1.952 1.925 1.889 -0.2945
H -2.67959 -5.87723 2.96126 -0.606 -0.992 -1.008 0.0670
H -3.45072 -7.54204 2.99666 0.565 1.207 -1.175 0.0770
H -3.80067 -6.43332 1.53824 1.193 -0.290 1.065 0.0765
H -1.09701 -7.90855 2.39959 -0.522 0.825 -1.065 0.0967
H -2.04640 -8.18109 0.85919 0.676 1.199 1.037 0.1100
H -0.90747 -6.51112 -0.30919 -0.092 0.619 1.447 0.1067
H -1.15995 -5.21434 0.99221 0.305 -1.404 -0.158 0.0964
H 0.85879 -7.09409 2.02987 0.067 1.051 -1.379 0.1032
H 1.37601 -6.88944 0.28699 -0.820 1.018 1.117 0.1182
H 2.22755 -5.17935 2.40141 -1.090 0.344 -1.084 0.1161
H 0.56255 -4.39181 2.09935 1.253 -0.709 -0.499 0.1050
H 1.19971 -3.97379 -0.35012 1.163 0.027 0.745 0.1118
H 2.88817 -4.67331 -0.08247 -1.090 0.810 0.613 0.1188
H 2.39962 -2.79524 2.16174 0.086 0.530 -1.650 0.0956
H 3.67047 -2.61111 0.84507 -1.459 0.378 0.163 0.1222
H 0.63385 -1.97389 0.16699 1.177 1.213 0.756 0.1438
H 2.11431 -1.36428 -0.70078 -0.763 -0.103 1.584 0.1500
H 0.65458 -1.10304 2.79962 0.949 1.217 -0.771 0.1368
H 0.94824 0.78240 2.79529 0.216 -1.912 -0.379 0.1388
H 3.12130 0.61608 3.79975 -0.569 -1.531 -0.933 0.1133
H 3.44181 -1.14536 3.15592 -0.926 1.256 0.164 0.0942
H 1.63128 -2.01870 4.61133 0.579 1.382 0.709 0.1319
H 3.95808 -2.15551 5.52083 -0.942 1.409 0.612 0.0898
H 2.97721 -1.37833 6.93795 0.867 0.182 -1.614 0.0889
H 4.07089 -0.32511 5.81188 -1.101 -1.270 0.239 0.0882
H 0.76971 -0.47064 6.61189 0.234 0.881 -1.443 0.0907
H -0.03288 -0.16291 4.98650 1.541 0.447 0.830 0.0811
H 1.34138 1.01335 5.59517 -0.693 -1.316 0.059 0.0919
H -1.15870 -0.59163 1.67807 0.514 1.088 -1.121 0.1191
H -3.05844 0.84073 0.46565 1.641 0.376 -0.542 0.1201
H -2.43635 2.61707 -1.29367 1.441 -1.095 0.711 0.1273
H 1.72597 1.80380 -1.05439 -1.822 -0.384 0.651 0.0998
H 3.75550 2.58627 1.97382 -0.796 -0.081 -0.515 0.0556
H 2.08113 2.52427 1.72036 0.625 0.351 -0.414 0.0441
H 4.04508 1.48846 -0.94052 -0.117 -0.985 -0.250 0.0622
C -3.01792 -1.10886 -3.32397 0.192 -0.032 -0.627 -0.3544
O -3.98604 -1.83640 -3.43824 0.181 0.113 -0.031 0.0120
N -2.18343 -0.74241 -4.33468 -0.313 -0.116 0.890 -0.1915
C -1.04836 0.13112 -4.11319 -0.160 0.014 -0.276 -0.0587
C -2.43705 -1.24038 -5.67321 -0.249 -0.154 0.070 -0.0360
H -2.73317 -0.67412 -2.35046 0.126 0.096 0.035 0.1118
H -1.16228 1.02617 -4.73167 0.235 -0.194 0.227 0.0545
H -0.13288 -0.39703 -4.39658 0.110 0.131 0.057 0.0922
H -0.98187 0.42582 -3.06469 -0.085 -0.149 -0.054 0.0479
H -3.43119 -0.91987 -5.99278 0.095 -0.106 -0.120 0.0974
H -2.40903 -2.33277 -5.66078 -0.062 0.063 -0.140 0.0933
H -1.68845 -0.86197 -6.36962 -0.058 0.052 0.171 0.0894
C 0.06830 3.00530 -6.31634 0.145 0.596 -0.014 -0.3257
O -1.01035 2.49225 -6.07430 0.052 0.409 -0.106 -0.0111
N 0.35344 4.32973 -6.19141 0.046 -0.877 -0.109 -0.2018
C 1.66391 4.86606 -6.49960 -0.209 0.118 0.062 -0.0584
C -0.68624 5.23307 -5.73580 -0.214 -0.221 -0.005 -0.0402
H 0.92590 2.40962 -6.66857 0.058 0.068 -0.016 0.1363
H 2.07442 5.34038 -5.60462 0.139 0.044 -0.135 0.0893
H 1.56687 5.60875 -7.29515 0.203 -0.001 0.047 0.0934
H 2.34138 4.07677 -6.82854 -0.127 0.026 0.030 0.0846
H -1.02635 4.91847 -4.74613 -0.089 0.131 -0.061 0.0894
H -1.53084 5.18566 -6.42713 -0.024 0.104 0.148 0.0966
H -0.30995 6.25512 -5.68644 0.048 -0.154 -0.043 0.0897
C -1.50231 6.86980 1.47646 -0.244 -0.020 0.120 -0.3477
O -1.45022 7.93171 2.06210 -0.171 -0.320 -0.043 0.0267
N -2.51425 5.96092 1.58227 0.578 0.162 -0.231 -0.2059
C -2.50326 4.71333 0.84938 -0.165 0.286 0.247 -0.0863
C -3.63518 6.25402 2.45586 0.126 0.284 0.072 -0.0416
H -0.70283 6.54890 0.78815 -0.017 -0.111 -0.065 0.1286
H -3.38391 4.67250 0.20219 0.066 -0.207 -0.057 0.0927
H -2.53197 3.88283 1.56070 -0.014 -0.152 -0.165 0.0829
H -1.60438 4.62826 0.23634 -0.043 0.110 0.075 0.0668
H -4.11419 7.17892 2.12666 -0.067 -0.072 0.160 0.0973
H -3.26825 6.39422 3.47539 -0.177 0.043 -0.022 0.0948
H -4.35922 5.43881 2.43564 0.131 0.044 -0.068 0.0868

***

2.
18
Properties=species:S:1:pos:R:3:forces:R:3:nbo_charge:R:1 method="wB97M-V/def2-TZVPD" e_homo_ev=-8.548 smiles="C=COC(=C)CSC" e_lumo_ha=0.0324
C -1.90084 -1.45911 0.22886 -0.190 -0.439 -1.234 -0.7435
C -1.24022 1.25206 0.47576 0.174 0.160 0.880 -0.5911
C 0.24582 1.12246 0.27168 -0.418 -0.130 0.066 0.3054
C 1.00229 1.95121 -0.42693 -0.849 0.747 -0.331 -0.4717
C 1.61212 -0.85351 0.36545 0.066 -0.185 0.036 0.1451
C 1.84150 -1.04723 -0.93070 -0.166 0.218 0.280 -0.5254
H -0.90823 -1.84072 -0.03022 -0.208 0.148 0.000 0.2226
H -2.00495 -1.41318 1.28580 -0.127 0.080 0.918 0.2140
H -2.66394 -2.15097 -0.17848 0.417 0.336 0.239 0.2287
H -1.55996 2.25974 0.20253 0.049 -0.083 0.024 0.2403
H -1.48173 1.10123 1.55988 0.186 0.085 -0.851 0.2298
H 2.04278 1.79485 -0.56496 0.721 -0.157 0.001 0.2159
H 0.56220 2.83125 -0.92005 0.146 -0.588 0.341 0.2132
H 2.07506 -1.45651 1.14192 -0.034 0.026 -0.174 0.1909
H 2.51641 -1.84252 -1.23147 -0.124 0.194 0.080 0.2194
H 1.37021 -0.42654 -1.68684 0.102 -0.183 0.055 0.2193
O 0.74755 0.03021 0.96609 0.157 0.000 -0.358 -0.5215
S -2.25606 0.14726 -0.52834 0.098 -0.231 0.030 0.2087

***

3.
15
Properties=species:S:1:pos:R:3:forces:R:3:nbo_charge:R:1 method="wB97M-V/def2-TZVPD" e_homo_ev="-8.820 / -8.021" e_lumo_ha="-0.0486 / -0.0043"
C 0.56267 2.61085 -0.45375 0.740 0.583 0.145 -0.2518
C 0.58005 -0.75278 1.48278 -3.277 -1.744 -2.169 -0.9436
C -1.81235 -2.16304 -0.88898 0.817 -2.189 -0.025 -0.5021
O 0.16633 1.38216 0.04734 -0.917 -0.933 1.266 -0.8293
P 0.64654 -0.10359 -0.25117 1.192 -0.786 0.703 1.2269
S 2.47832 -0.28843 -0.92775 -0.488 0.162 -0.180 -0.5025
H 0.70344 3.31352 0.39151 0.542 -0.524 -0.287 0.1875
H -0.33334 2.98778 -0.90513 0.023 0.520 -1.274 0.1888
H 1.48477 2.43861 -1.06052 -0.850 0.822 0.146 0.2094
H 0.97744 -0.07690 2.14865 1.773 1.119 1.419 0.2356
H -0.51728 -0.74068 1.75130 0.911 -0.301 -0.331 0.2307
H 0.90256 -1.80958 1.40611 0.184 0.810 0.569 0.2511
H -2.03028 -2.96906 -0.22288 0.139 -0.293 0.705 0.1585
H -2.29307 -1.28554 -0.67598 -0.960 2.169 -0.053 0.1636
H -1.51578 -2.54332 -1.84154 0.171 0.585 -0.635 0.1771

***

Number 1: total energy -55315.019 eV. Number 2: total energy -19265.192 eV. Number 3: total energy -25425.634 eV.